Molecular formula: C42H72NO11
Method: DFT, ωB97M-V with the def2-TZVPD basis set

Geometry (Å):
C (3.22, 11.59, -4.71)
C (1.93, 10.53, -4.73)
C (1.28, 10.31, -3.21)
C (-0.25, 9.73, -3.31)
C (-0.38, 8.11, -3.49)
C (0.75, 7.23, -2.69)
C (0.82, 7.51, -1.07)
C (-0.31, 6.62, -0.26)
C (0.26, 5.89, 1.11)
C (-1.07, 5.31, 1.92)
C (-0.66, 4.46, 3.29)
C (-0.26, 2.87, 2.95)
C (-1.57, 1.86, 3.08)
C (-2.36, 1.62, 1.65)
C (-1.46, 0.75, 0.55)
C (-2.13, -0.69, 0.13)
C (-1.52, -1.98, 1.00)
C (-1.39, -3.31, 0.05)
C (-1.46, -4.74, 0.87)
C (0.02, -5.02, 1.50)
C (0.56, -6.57, 1.34)
C (0.57, -7.48, 2.74)
C (1.15, -9.01, 2.62)
C (1.29, -10.07, 3.90)
C (2.92, -10.44, 3.95)
C (3.48, -10.73, 5.47)
C (5.13, -10.91, 5.32)
O (5.91, -10.30, 6.23)
O (5.78, -11.73, 4.28)
C (1.68, -9.62, 1.16)
C (1.60, -8.59, -0.12)
C (2.17, -9.21, -1.57)
N (1.06, -7.18, 0.05)
H (2.89, 12.72, -4.65)
H (3.89, 11.39, -3.76)
H (3.87, 11.47, -5.68)
H (2.31, 9.51, -5.17)
H (1.10, 11.01, -5.45)
H (1.99, 9.73, -2.49)
H (1.19, 11.41, -2.76)
H (-0.94, 10.15, -2.43)
H (-0.72, 10.21, -4.30)
H (-0.41, 7.77, -4.61)
H (-1.43, 7.81, -3.01)
H (0.51, 6.08, -2.87)
H (1.79, 7.47, -3.17)
H (1.91, 7.17, -0.72)
H (0.76, 8.65, -0.82)
H (-0.68, 5.74, -0.99)
H (-1.20, 7.32, 0.08)
H (1.02, 5.01, 0.90)
H (0.84, 6.66, 1.81)
H (-1.68, 6.26, 2.28)
H (-1.77, 4.68, 1.21)
H (0.19, 4.96, 3.92)
H (-1.65, 4.46, 3.96)
H (0.23, 2.79, 1.87)
H (0.55, 2.54, 3.74)
H (-1.16, 0.81, 3.43)
H (-2.34, 2.20, 3.92)
H (-3.35, 1.02, 1.85)
H (-2.69, 2.68, 1.22)
H (-0.33, 0.69, 0.86)
H (-1.48, 1.42, -0.44)
H (-3.31, -0.64, 0.22)
H (-1.87, -0.88, -1.00)
H (-2.26, -2.11, 1.92)
H (-0.47, -1.59, 1.42)
H (-2.31, -3.28, -0.70)
H (-0.39, -3.21, -0.57)
H (-1.85, -5.55, 0.12)
H (-2.20, -4.58, 1.80)
H (0.81, -4.34, 0.92)
H (0.13, -4.73, 2.64)
H (0.20, -7.07, 3.79)
H (0.65, -11.05, 3.69)
H (0.90, -9.62, 4.91)
H (3.46, -9.45, 3.57)
H (3.18, -11.27, 3.16)
H (2.98, -11.68, 5.93)
H (3.32, -9.74, 6.08)
H (6.59, -11.27, 3.90)
H (2.09, -10.73, 1.11)
H (3.08, -8.53, -1.89)
H (2.63, -10.29, -1.39)
H (1.28, -9.22, -2.33)
H (1.07, -6.57, -0.81)
C (-1.09, -7.13, -4.12)
C (-0.98, -5.62, -4.28)
C (0.09, -5.20, -5.24)
O (0.46, -3.93, -4.74)
C (0.19, -3.94, -3.40)
O (0.57, -3.09, -2.61)
O (-0.57, -5.02, -3.06)
H (-1.95, -7.38, -3.50)
H (-1.20, -7.62, -5.09)
H (-0.20, -7.53, -3.62)
H (-1.96, -5.20, -4.56)
H (-0.28, -5.11, -6.26)
H (0.97, -5.85, -5.23)
C (-1.66, 5.53, 9.24)
C (-1.48, 6.08, 7.84)
C (-2.21, 7.37, 7.61)
O (-2.48, 7.32, 6.22)
C (-2.53, 6.00, 5.88)
O (-2.94, 5.58, 4.81)
O (-2.06, 5.21, 6.89)
H (-1.02, 4.65, 9.39)
H (-1.40, 6.28, 10.00)
H (-2.69, 5.20, 9.41)
H (-0.41, 6.19, 7.61)
H (-1.60, 8.24, 7.86)
H (-3.16, 7.43, 8.15)
C (-0.80, -0.43, -8.46)
C (-1.61, -0.52, -7.18)
C (-0.82, -0.17, -5.95)
O (-1.46, -0.93, -4.95)
C (-2.02, -2.01, -5.57)
O (-2.47, -2.99, -4.99)
O (-2.00, -1.86, -6.93)
H (-1.45, -0.60, -9.33)
H (-0.32, 0.55, -8.57)
H (-0.03, -1.21, -8.49)
H (-2.52, 0.09, -7.26)
H (-0.88, 0.90, -5.72)
H (0.23, -0.47, -6.01)

The lowest unoccupied orbital energy is -4.12 eV. The total energy comes out at -68711.499 eV. The total charge is +1. The HOMO energy comes out at -10.72 eV.

=====

Molecular formula: C42H73BrF9N5O12S3
Method: DFT, ωB97M-V with the def2-TZVPD basis set

Geometry (Å):
C (-2.14, -3.65, 3.86)
C (-0.63, -3.15, 4.08)
C (0.40, -3.14, 2.82)
C (-0.18, -3.21, 1.33)
C (-0.59, -4.82, 1.07)
C (0.52, -2.48, 0.06)
O (-0.61, -2.62, -0.92)
C (0.65, -0.83, 0.14)
S (-0.62, 0.09, 1.11)
O (-2.03, 0.20, 0.42)
O (-0.87, -0.28, 2.57)
C (-0.02, 1.91, 1.18)
F (0.95, 1.93, 2.35)
F (0.77, 2.32, 0.00)
C (-1.21, 2.97, 1.58)
F (-0.55, 4.02, 2.44)
F (-2.29, 2.39, 2.43)
C (-1.80, 3.82, 0.27)
F (-2.15, 2.90, -0.84)
F (-0.78, 4.80, -0.26)
C (-3.14, 4.70, 0.61)
F (-3.01, 5.97, -0.19)
F (-4.38, 4.03, 0.07)
F (-3.27, 5.13, 2.02)
O (0.36, -0.34, -1.26)
S (1.55, -0.79, -2.37)
O (0.76, -1.32, -3.63)
O (2.33, 0.55, -2.69)
C (2.71, -2.13, -1.64)
C (3.27, -2.88, -2.98)
C (3.87, -1.84, -4.15)
N (3.81, -1.26, -1.11)
C (5.07, -1.74, -1.18)
S (6.66, -2.35, -1.46)
C (1.95, -3.12, -0.53)
C (2.96, -3.45, 0.71)
C (3.44, -2.35, 1.76)
C (3.73, -3.06, 3.25)
Br (5.69, -2.80, 3.77)
C (1.73, -4.61, -1.27)
C (0.65, -4.98, -2.45)
C (0.60, -6.49, -3.02)
N (1.38, -7.71, -2.63)
C (2.40, -7.46, -1.56)
C (2.61, -5.98, -0.90)
H (-2.75, -3.15, 2.99)
H (-2.12, -4.84, 3.76)
H (-2.75, -3.45, 4.87)
H (-0.14, -3.85, 4.92)
H (-0.68, -2.07, 4.59)
H (1.14, -4.05, 2.99)
H (0.96, -2.09, 2.93)
H (-1.26, -2.70, 1.42)
H (0.30, -5.44, 1.51)
H (-1.57, -5.14, 1.61)
H (-0.74, -5.07, -0.06)
H (-1.41, -2.10, -0.63)
H (1.73, -0.44, 0.35)
H (4.02, -3.77, -2.77)
H (2.41, -3.38, -3.66)
H (3.03, -1.52, -4.93)
H (4.78, -2.38, -4.70)
H (4.29, -0.85, -3.70)
H (3.97, -3.87, 0.21)
H (2.51, -4.37, 1.33)
H (2.77, -1.42, 1.97)
H (4.52, -1.89, 1.51)
H (3.48, -4.20, 3.27)
H (3.10, -2.54, 4.11)
H (-0.03, -4.13, -2.89)
H (-0.19, -6.67, -3.90)
H (3.07, -8.39, -1.24)
H (3.49, -5.96, -0.10)
C (5.04, 1.86, -0.54)
O (5.37, 1.69, 0.83)
C (6.78, 1.74, 1.07)
C (7.13, 3.00, 1.88)
N (6.98, 4.21, 1.07)
C (7.07, 5.46, 1.85)
C (5.96, 5.71, 2.89)
O (4.67, 5.93, 2.31)
C (3.93, 4.75, 2.06)
H (3.97, 1.67, -0.67)
H (5.24, 2.89, -0.87)
H (5.59, 1.15, -1.17)
H (7.37, 1.68, 0.15)
H (7.02, 0.86, 1.68)
H (8.17, 2.93, 2.23)
H (6.48, 3.03, 2.76)
H (6.08, 4.19, 0.61)
H (7.05, 6.28, 1.13)
H (8.04, 5.50, 2.35)
H (6.21, 6.65, 3.41)
H (5.92, 4.94, 3.66)
H (4.15, 3.95, 2.77)
H (4.11, 4.40, 1.04)
H (2.86, 4.99, 2.13)
C (-0.14, 3.65, -3.17)
O (0.54, 4.03, -4.36)
C (0.56, 3.00, -5.35)
C (-0.29, 3.40, -6.56)
N (-1.72, 3.40, -6.24)
C (-2.56, 4.01, -7.27)
C (-2.37, 5.52, -7.53)
O (-2.77, 6.35, -6.44)
C (-1.76, 6.55, -5.46)
H (0.00, 4.43, -2.43)
H (-1.21, 3.55, -3.36)
H (0.26, 2.71, -2.78)
H (0.25, 2.02, -4.95)
H (1.61, 2.90, -5.67)
H (-0.10, 2.70, -7.38)
H (0.04, 4.40, -6.88)
H (-1.86, 3.91, -5.37)
H (-3.59, 3.85, -6.96)
H (-2.42, 3.46, -8.21)
H (-3.03, 5.78, -8.37)
H (-1.35, 5.77, -7.86)
H (-0.76, 6.55, -5.88)
H (-1.85, 5.81, -4.67)
H (-1.94, 7.53, -5.00)
C (-5.17, -1.23, 2.26)
O (-5.84, -2.48, 2.20)
C (-5.65, -3.28, 3.38)
C (-6.97, -3.41, 4.16)
N (-7.35, -2.14, 4.78)
C (-8.71, -2.14, 5.32)
C (-9.87, -2.29, 4.32)
O (-10.02, -1.17, 3.44)
C (-9.21, -1.24, 2.27)
H (-5.26, -0.75, 1.28)
H (-5.64, -0.58, 3.00)
H (-4.11, -1.36, 2.49)
H (-4.84, -2.88, 4.02)
H (-5.34, -4.27, 3.04)
H (-6.85, -4.17, 4.94)
H (-7.73, -3.75, 3.46)
H (-7.29, -1.40, 4.08)
H (-8.84, -1.19, 5.85)
H (-8.79, -2.93, 6.08)
H (-10.80, -2.33, 4.90)
H (-9.83, -3.23, 3.76)
H (-9.04, -2.26, 1.93)
H (-8.26, -0.73, 2.44)
H (-9.73, -0.69, 1.47)

The lowest unoccupied orbital energy is -1.68 eV. The total energy comes out at -203735.653 eV. As for the SMILES: CCC[C@H](C)[C@@]1(O)[C@H](S(=O)(=O)C(F)(F)C(F)(F)C(F)(F)C(F)(F)F)OS(=O)(=O)[C@@](CC)(N=C=S)[C@]1(CCCBr)c1ccncc1.COCCNCCOC.COCCNCCOC.COCCNCCOC. The HOMO energy comes out at -8.41 eV.

=====

Molecular formula: C42H74IN3O17S
Method: DFT, ωB97M-V with the def2-TZVPD basis set

Geometry (Å):
N (-0.88, -5.66, -1.60)
C (-1.44, -4.37, -1.19)
C (-1.92, -3.48, -2.36)
C (-0.74, -3.11, -3.22)
C (0.06, -2.05, -2.91)
C (1.21, -1.73, -3.69)
C (2.11, -0.57, -3.31)
C (1.23, 0.61, -2.97)
O (0.73, 0.83, -1.94)
I (0.84, 1.92, -4.69)
C (1.55, -2.46, -4.79)
C (0.73, -3.57, -5.13)
N (0.92, -4.41, -6.15)
S (-0.25, -5.49, -6.10)
N (-1.08, -4.99, -4.80)
C (-0.42, -3.92, -4.36)
H (-1.46, -6.09, -2.30)
H (0.03, -5.52, -2.00)
H (-0.61, -3.82, -0.76)
H (-2.23, -4.51, -0.45)
H (-2.66, -3.99, -2.98)
H (-2.36, -2.57, -1.93)
H (-0.17, -1.45, -2.04)
H (2.75, -0.82, -2.47)
H (2.73, -0.30, -4.15)
H (2.41, -2.22, -5.38)
O (4.80, -2.16, -3.24)
C (5.70, -2.02, -2.45)
O (5.72, -0.93, -1.66)
C (6.62, -0.77, -0.56)
C (7.95, -0.19, -1.00)
C (6.85, -3.00, -2.38)
H (6.74, -1.71, -0.02)
H (6.12, -0.08, 0.12)
H (8.47, -0.86, -1.69)
H (8.59, -0.03, -0.14)
H (7.79, 0.75, -1.52)
H (7.60, -2.72, -3.12)
H (6.47, -3.99, -2.61)
H (7.32, -3.05, -1.40)
O (-4.74, 6.03, -1.76)
C (-3.74, 5.40, -1.98)
O (-3.82, 4.30, -2.75)
C (-2.68, 3.59, -3.24)
C (-2.16, 2.58, -2.24)
C (-2.41, 5.77, -1.36)
H (-1.90, 4.29, -3.56)
H (-3.03, 3.08, -4.14)
H (-1.82, 3.05, -1.32)
H (-1.33, 2.02, -2.67)
H (-2.96, 1.88, -1.97)
H (-2.35, 5.32, -0.37)
H (-2.36, 6.85, -1.26)
H (-1.55, 5.47, -1.95)
O (8.14, -4.13, 1.65)
C (8.42, -5.15, 1.08)
O (9.55, -5.19, 0.34)
C (10.07, -6.40, -0.22)
C (9.45, -6.71, -1.57)
C (7.50, -6.34, 1.09)
H (9.97, -7.23, 0.48)
H (11.13, -6.22, -0.34)
H (8.37, -6.88, -1.48)
H (9.90, -7.60, -2.00)
H (9.59, -5.87, -2.25)
H (6.75, -6.22, 0.31)
H (6.99, -6.37, 2.06)
H (8.00, -7.30, 0.97)
O (0.76, -2.67, 0.45)
C (0.54, -2.46, 1.62)
O (-0.63, -1.91, 1.97)
C (-1.05, -1.78, 3.33)
C (-0.52, -0.50, 3.95)
C (1.59, -2.72, 2.68)
H (-0.78, -2.67, 3.90)
H (-2.14, -1.75, 3.30)
H (0.57, -0.49, 3.99)
H (-0.89, -0.38, 4.97)
H (-0.83, 0.36, 3.36)
H (2.24, -1.85, 2.74)
H (2.17, -3.58, 2.37)
H (1.18, -2.94, 3.66)
O (0.28, 6.79, -1.19)
C (0.54, 7.85, -1.69)
O (-0.01, 8.14, -2.89)
C (0.06, 9.44, -3.48)
C (1.34, 9.63, -4.27)
C (1.50, 8.82, -1.05)
H (-0.09, 10.22, -2.74)
H (-0.80, 9.49, -4.15)
H (2.22, 9.57, -3.63)
H (1.34, 10.60, -4.77)
H (1.43, 8.85, -5.03)
H (2.51, 8.56, -1.35)
H (1.41, 8.73, 0.03)
H (1.31, 9.87, -1.30)
O (-1.01, -3.82, 5.82)
C (-2.04, -3.55, 6.37)
O (-2.87, -4.54, 6.74)
C (-4.01, -4.33, 7.57)
C (-5.23, -3.93, 6.75)
C (-2.46, -2.11, 6.57)
H (-3.79, -3.61, 8.36)
H (-4.20, -5.29, 8.05)
H (-5.07, -2.98, 6.24)
H (-6.10, -3.84, 7.39)
H (-5.43, -4.68, 5.99)
H (-2.96, -1.76, 5.67)
H (-1.57, -1.52, 6.74)
H (-3.10, -1.95, 7.43)
O (-1.53, 1.35, 7.93)
C (-2.55, 1.64, 8.49)
O (-3.39, 0.65, 8.86)
C (-4.53, 0.86, 9.70)
C (-5.75, 1.28, 8.90)
C (-2.97, 3.07, 8.69)
H (-4.30, 1.56, 10.50)
H (-4.72, -0.10, 10.18)
H (-5.59, 2.23, 8.40)
H (-6.62, 1.37, 9.55)
H (-5.97, 0.54, 8.13)
H (-3.47, 3.43, 7.80)
H (-2.07, 3.66, 8.85)
H (-3.61, 3.23, 9.55)
O (-7.82, 2.04, -8.70)
C (-7.31, 2.37, -7.67)
O (-7.83, 3.41, -6.99)
C (-7.43, 3.76, -5.66)
C (-6.21, 4.67, -5.66)
C (-6.06, 1.71, -7.15)
H (-7.28, 2.87, -5.05)
H (-8.28, 4.29, -5.23)
H (-5.35, 4.17, -6.09)
H (-5.96, 4.96, -4.64)
H (-6.41, 5.56, -6.25)
H (-5.19, 2.19, -7.61)
H (-6.08, 0.66, -7.45)
H (-5.95, 1.74, -6.07)

The lowest unoccupied orbital energy is -0.12 eV. The total energy comes out at -102968.387 eV. The HOMO energy comes out at -8.16 eV.

=====

Number 3 is which compound? C42H74IN3O17S

=====

HOMO energy of number 2 (C42H73BrF9N5O12S3)? -8.41 eV